(1)
The molecule C7H12. Source: the Open Molecules 2025 dataset; level of theory: wB97M-V/def2-TZVPD.

Last column: Löwdin charge in e.
CARTESIAN COORDINATES (ANGSTROEM)
C: -0.051 -0.815 2.408  -0.1107
H: 0.687 -0.628 -0.056  0.1180
H: -0.650 0.453 0.248  0.1152
C: 0.440 0.369 0.329  -0.2647
H: 0.586 -1.600 2.824  0.0680
C: -1.458 -1.010 -2.534  -0.1005
H: -0.653 -1.289 1.620  0.0615
H: 0.478 1.310 2.287  0.1030
H: -0.753 -0.495 3.183  0.0675
C: 0.299 0.871 -1.915  -0.0629
C: 0.762 0.361 1.816  -0.2490
C: -0.490 0.078 -2.382  -0.1052
C: 1.005 1.362 -0.710  -0.1873
H: 1.835 0.225 1.993  0.1029
H: 0.756 2.405 -0.478  0.1096
H: 2.095 1.298 -0.807  0.1092
H: -1.115 -1.798 -3.208  0.0736
H: -1.577 -1.458 -1.535  0.0780
H: -2.443 -0.663 -2.856  0.0738

Values from the calculation:
LUMO level: 1.1 eV
Highest occupied orbital energy: -9.201 eV
Energy relative to the best compared isomer or geometry (same formula, charge and spin): 213.5 kJ/mol
E_tot: -273.8272 Eh

(2)
A structure of composition H28NeO14 in a non-equilibrium geometry. Source: the Open Molecules 2025 dataset; level of theory: wB97M-V/def2-TZVPD.

Last column: Löwdin charge in e.
CARTESIAN COORDINATES (ANGSTROEM)
H: -7.250 -1.392 12.966  0.0538
H: -5.185 -5.622 17.440  -0.0230
Ne: -3.985 -5.031 14.757  0.0650
H: -2.048 -3.085 13.173  0.0478
H: -3.169 -7.312 11.133  0.0224
O: -3.114 -1.464 16.854  -0.0332
O: -6.758 -1.630 13.752  -0.0533
O: -2.756 -6.553 10.722  -0.0457
H: -2.589 -5.949 11.446  0.0000
H: -4.699 -3.797 18.878  0.0675
H: -4.839 -2.971 11.747  0.0688
O: -4.484 -2.605 12.557  -0.0307
H: -1.322 -4.097 16.506  -0.0064
H: -6.363 -1.170 16.789  0.0701
H: -1.587 -4.349 13.866  -0.0204
H: -6.354 -2.053 15.559  0.0084
H: -3.077 -0.876 17.608  0.0576
H: -5.737 -7.029 17.349  0.0594
H: -1.645 -5.472 17.984  -0.0203
H: -5.872 -7.446 11.535  0.0168
H: -4.049 -1.618 16.716  0.0005
O: -6.555 -6.776 11.509  -0.0642
O: -2.785 -7.676 15.667  -0.0468
O: -5.327 -4.162 18.254  -0.0260
H: -6.658 -6.503 12.421  -0.0341
O: -5.194 -6.397 16.877  -0.0577
O: -6.079 -2.029 16.475  -0.0334
H: -3.651 -7.311 15.487  0.0067
H: -2.955 -8.428 16.234  0.0607
H: -2.251 -6.598 17.174  -0.0375
H: -7.240 -5.263 14.271  0.0529
H: -5.935 -1.987 13.420  -0.0177
H: -2.011 -2.968 17.243  -0.0111
O: -0.611 -5.228 15.041  -0.0199
H: -6.203 -6.169 14.898  -0.0013
O: -6.882 -6.149 14.224  -0.0366
O: -2.062 -4.038 13.095  -0.0546
H: -5.454 -3.467 17.608  0.0027
O: -1.798 -6.417 17.998  -0.0665
O: -1.380 -3.677 17.365  -0.0501
H: 0.131 -5.246 14.437  0.0793
H: -0.919 -6.133 15.070  0.0532
H: -3.842 -3.251 12.852  -0.0030

Values from the calculation:
LUMO level: -0.1 eV
Highest occupied orbital energy: -10.304 eV
Energy relative to the best compared isomer or geometry (same formula, charge and spin): 29.4 kJ/mol
E_tot: -1199.1306 Eh